Record 1
DFT (wB97M-V/def2-TZVPD) results for C12H20BBr3F3I3O5Si2 in the gas phase.

Positions of all 49 atoms, in Å:
C 3.572 1.298 3.010
C 2.935 0.674 1.787
O 3.448 -0.645 1.634
C 2.580 -1.552 0.997
C 2.625 -1.472 -0.513
O 1.963 -0.294 -0.947
C 1.662 -0.291 -2.330
Si 0.770 1.325 -2.685
I 0.546 1.431 -5.116
O -0.698 1.376 -1.928
Si -1.737 0.195 -1.481
Br -2.113 -1.156 -3.190
C -1.060 -0.884 -0.122
C -2.192 -1.519 0.699
C -1.757 -2.784 1.451
F -0.403 -2.908 1.503
Br -2.387 -2.724 3.301
C -2.301 -4.092 0.839
F -3.637 -4.011 0.714
F -2.016 -5.156 1.602
Br -1.532 -4.383 -0.920
C -3.328 1.046 -0.953
I -5.090 0.630 -2.007
C -3.429 1.903 0.057
C -4.665 2.600 0.539
I -1.712 2.435 1.149
B 1.827 2.931 -2.020
O 1.897 3.114 -0.656
O 2.442 3.788 -2.889
H 3.072 2.240 3.248
H 4.625 1.521 2.834
H 3.494 0.630 3.868
H 1.843 0.635 1.887
H 3.151 1.266 0.893
H 1.545 -1.394 1.331
H 2.879 -2.557 1.304
H 2.135 -2.359 -0.942
H 3.669 -1.453 -0.854
H 2.574 -0.287 -2.950
H 1.088 -1.185 -2.616
H -0.402 -0.291 0.513
H -0.455 -1.660 -0.596
H -3.045 -1.782 0.066
H -2.540 -0.800 1.438
H -4.532 3.011 1.536
H -4.921 3.416 -0.142
H -5.501 1.899 0.565
H 1.895 4.042 -0.390
H 3.215 4.230 -2.516

Values from the calculation:
- structure (SMILES) = CCOCCOC[Si@@](I)(O[Si@@](Br)(CC[C@@](F)(Br)C(F)(F)Br)/C(I)=C(/C)I)B(O)O
- electronic energy (eV) = -282026.74459
- HOMO energy (eV) = -9.1
- 2S+1 = 1


Record 2
DFT (wB97M-V/def2-TZVPD) results for an isolated ion of composition C16H12FNO6P and charge -1.

Positions of all 37 atoms, in Å:
O -4.265 3.091 -0.712
P -3.233 3.562 0.243
O -3.586 3.180 1.602
O -3.198 5.220 0.248
O -1.644 3.086 -0.128
C -1.199 1.846 0.418
C -1.800 0.714 -0.348
C -1.265 -0.632 0.078
C -2.060 -1.792 -0.006
C -2.768 -2.158 -1.208
C -3.522 -3.384 -1.203
C -3.671 -4.142 -0.075
C -3.202 -3.664 1.179
C -2.329 -2.548 1.109
F -1.888 -2.158 2.283
N 0.028 -0.838 0.361
C 0.774 0.258 0.293
C 2.103 0.134 0.132
C 2.967 1.242 0.099
C 2.541 2.529 0.047
C 1.115 2.701 0.060
C 0.223 1.582 0.280
O 3.558 3.425 0.113
C 4.595 2.488 0.443
O 4.294 1.085 0.249
H -4.129 5.404 0.022
H -1.599 1.691 1.415
H -1.826 0.976 -1.375
H -2.875 0.816 -0.132
H -2.605 -1.529 -2.058
H -4.150 -3.677 -2.082
H -4.177 -5.126 -0.055
H -3.412 -4.186 2.152
H 2.534 -0.832 0.177
H 0.683 3.665 0.014
H 4.799 2.603 1.579
H 5.517 2.748 -0.140

Values from the calculation:
- structure (SMILES) = O=[P@]([O-])(O)O[C@H]1CC(c2ccccc2F)=Nc2cc3c(cc21)OCO3
- electronic energy (eV) = -42570.18978
- total charge = -1
- HOMO energy (eV) = -5.0
- 2S+1 = 1
- energy relative to the best compared isomer or geometry (same formula, charge and spin) (kcal per mole) = 18.47


Record 3
DFT (wB97M-V/def2-TZVPD) results for a 2-piece molecular cluster, C6H9O2 overall.

Positions of all 17 atoms, in Å:
O -1.284 -1.329 2.160
C -1.364 -1.668 0.943
O -2.478 -1.953 0.334
C -0.107 -1.921 0.103
C 0.441 -0.631 -0.512
C 0.678 0.584 0.301
C 0.744 2.951 -0.371
C 1.296 1.719 -0.482
H -0.559 -2.584 -0.557
H 0.604 -2.472 0.746
H -0.396 -0.271 -1.218
H 1.334 -0.858 -1.148
H -0.256 0.829 0.816
H 1.331 0.398 1.145
H 1.159 3.824 -0.722
H -0.202 3.166 0.095
H -0.942 0.217 -1.632

Values from the calculation:
- electronic energy (eV) = -10456.40909
- total charge = -1
- HOMO energy (eV) = -3.6
- 2S+1 = 1
- energy relative to the best compared isomer or geometry (same formula, charge and spin) (kcal per mole) = 175.46


Look up the HOMO energy of the first one. -9.1 eV


Look up the HOMO energy of the third one. -3.6 eV


The lowest HOMO energy belongs to which entry? C12H20BBr3F3I3O5Si2